Record 1
Here is a structure of composition C28H40NOPRuSb2Se4 from OMol25. Energies are from ωB97M-V/def2-TZVPD.

Last column: Löwdin spin population.
Cartesian coordinates (Å):
Ru (1.1604, 0.4523, 0.9584)  1.5488
C (-0.3497, 1.9629, 3.1432)  0.0058
C (0.5391, 3.0767, 2.5455)  0.0029
O (0.6741, 2.7669, 1.1235)  0.0347
C (1.5540, 3.7944, 0.4702)  0.0018
C (1.4289, 3.6778, -1.0341)  -0.0015
H (-0.5697, 2.2260, 4.2044)  0.0003
H (0.2707, 1.0121, 3.0989)  0.0015
H (-1.3154, 1.8058, 2.6073)  0.0009
H (1.4911, 3.1345, 3.0590)  0.0009
H (0.1457, 4.0779, 2.6716)  0.0002
H (2.6019, 3.5301, 0.7717)  0.0016
H (1.2779, 4.7845, 0.8649)  0.0002
H (1.2719, 2.6296, -1.4068)  -0.0017
H (2.2984, 4.1762, -1.5421)  0.0000
H (0.5777, 4.3063, -1.3635)  0.0000
C (1.7438, -3.2791, -1.7531)  0.0010
C (2.8388, -2.9417, -0.7324)  0.0084
Sb (3.2694, -0.7671, -0.4001)  -0.0218
C (3.2164, -0.3451, -2.6791)  -0.0236
C (4.0048, -1.2790, -3.5437)  -0.0049
C (5.2677, -0.0759, 0.5116)  0.0018
C (6.5885, -0.8485, 0.2366)  -0.0002
H (1.0330, -4.0108, -1.3608)  0.0001
H (2.1624, -3.5486, -2.7271)  0.0002
H (1.1345, -2.3780, -1.9521)  -0.0001
H (3.8101, -3.4581, -0.9460)  -0.0002
H (2.6010, -3.3301, 0.2662)  0.0018
H (3.6145, 0.6456, -2.7689)  -0.0003
H (2.1733, -0.3338, -2.9746)  -0.0001
H (5.1002, -1.1591, -3.3596)  0.0000
H (3.9055, -1.1403, -4.6426)  -0.0016
H (3.8370, -2.3272, -3.3197)  -0.0003
H (5.0118, -0.0801, 1.5824)  -0.0013
H (5.2403, 0.9752, 0.1912)  0.0003
H (6.4353, -1.9048, 0.2268)  0.0000
H (7.2456, -0.6090, 1.0646)  -0.0001
H (7.1106, -0.5155, -0.6670)  0.0000
Se (2.6374, -2.8638, 6.0786)  0.4114
Sb (1.6757, -1.1290, 7.5239)  -0.0227
Se (2.4095, -1.2014, 2.2978)  -0.0397
Se (3.2347, 0.6275, 6.3543)  0.7884
Se (-0.6598, -1.2159, 6.4628)  0.8354
N (-0.5149, 0.1877, 0.4574)  0.3142
P (-2.0031, -0.0331, -0.0389)  0.1005
C (-2.0702, -0.3383, -1.8138)  0.0160
C (-3.2203, -0.0917, -2.6195)  0.0029
C (-3.1367, -0.1227, -4.0181)  0.0009
C (-2.0215, -0.6865, -4.6447)  -0.0002
C (-0.9312, -1.0511, -3.8493)  -0.0001
C (-0.9433, -0.8038, -2.4900)  0.0005
C (-3.0533, 1.3993, 0.1537)  0.0172
C (-3.0995, 2.2543, -0.9198)  0.0034
C (-4.1634, 3.1952, -1.0346)  0.0003
C (-5.1155, 3.2335, -0.0065)  0.0019
C (-5.1150, 2.2948, 1.0190)  0.0004
C (-4.0592, 1.4408, 1.1624)  0.0025
C (-2.7126, -1.4223, 0.8691)  0.0090
C (-4.0998, -1.6510, 0.8355)  0.0015
C (-4.7060, -2.7518, 1.4848)  0.0007
C (-3.9315, -3.6734, 2.1690)  0.0004
C (-2.5518, -3.4528, 2.2744)  0.0002
C (-1.9441, -2.3442, 1.6532)  0.0014
H (-4.1386, 0.2086, -2.1531)  0.0001
H (-3.9448, 0.2652, -4.6119)  0.0002
H (-2.0166, -0.8014, -5.7453)  0.0000
H (-0.0739, -1.6409, -4.2475)  0.0000
H (-0.0173, -0.8815, -1.9491)  -0.0009
H (-2.3761, 2.2907, -1.7664)  0.0001
H (-4.2570, 3.7495, -1.9602)  0.0001
H (-5.8204, 4.0463, -0.0805)  0.0001
H (-5.9866, 2.1485, 1.6681)  0.0001
H (-3.9982, 0.7468, 2.0088)  0.0001
H (-4.8096, -0.9909, 0.2930)  0.0000
H (-5.7829, -2.8374, 1.4565)  0.0001
H (-4.3995, -4.5249, 2.6830)  0.0000
H (-1.8571, -4.0808, 2.8280)  0.0000
H (-0.8278, -2.2011, 1.7912)  -0.0012

Results
Highest occupied orbital energy (alpha / beta) (eV): -6.06 / -5.75
LUMO level (alpha / beta) (eV): -1.45 / -1.33
E_tot (hartree): -11743.14688
⟨S²⟩: 6.089
Relative energy (zero: lowest compared OMol25 entry of this formula, charge and spin) (kJ/mol): 0.0
2S+1: 5

Record 2
Here is a structure of composition C28H41BCl3N10OPZr from OMol25. Energies are from ωB97M-V/def2-TZVPD.

Last column: Löwdin spin population.
Cartesian coordinates (Å):
Zr (0.1331, 0.2291, 0.1060)  -0.0008
C (-1.7649, 2.5987, -3.1218)  0.0001
C (-1.6148, 2.2877, -1.7776)  0.0006
N (-0.6650, 1.3512, -1.6154)  0.0020
N (-0.1844, 1.0760, -2.8540)  0.0000
C (-0.8380, 1.8070, -3.7685)  0.0006
B (1.1067, 0.2365, -3.0815)  0.0000
N (2.1784, 0.8669, -2.1432)  0.0000
C (3.3567, 1.3980, -2.5052)  0.0001
C (3.8728, 2.1000, -1.4333)  0.0000
C (2.9284, 1.9472, -0.4268)  0.0000
N (1.9067, 1.1809, -0.8545)  -0.0003
N (0.8359, -1.1908, -2.5988)  0.0001
C (1.0430, -2.3678, -3.2039)  0.0013
C (0.6642, -3.3790, -2.3382)  0.0003
C (0.2346, -2.7184, -1.1939)  0.0010
N (0.3347, -1.3877, -1.3554)  0.0031
N (1.5633, 0.3438, -4.5064)  0.0000
C (1.8791, 1.4962, -5.1621)  0.0000
C (2.2993, 1.1701, -6.4284)  0.0001
C (2.2038, -0.2353, -6.4847)  0.0000
N (1.7514, -0.6867, -5.3458)  0.0001
H (-2.4368, 3.3019, -3.5663)  0.0000
H (-2.1425, 2.7306, -0.9519)  0.0001
H (-0.6275, 1.7378, -4.8161)  0.0000
H (3.7718, 1.2525, -3.4803)  0.0000
H (4.7917, 2.6469, -1.3922)  0.0000
H (2.9475, 2.3990, 0.5537)  0.0001
H (1.4438, -2.4035, -4.2006)  0.0001
H (0.6863, -4.4354, -2.5174)  0.0000
H (-0.1368, -3.1463, -0.2774)  0.0001
H (1.7907, 2.4557, -4.6912)  0.0000
H (2.6042, 1.8243, -7.2172)  0.0000
H (2.4200, -0.8902, -7.3032)  0.0000
Cl (-1.7022, 4.4564, 5.7775)  0.1486
C (-1.3849, 3.1958, 4.6799)  0.1744
C (-0.8485, 3.4933, 3.4149)  0.0675
C (-0.6114, 2.4602, 2.5412)  0.0622
Cl (0.0696, 2.7091, 0.9635)  0.0064
C (-0.8748, 1.1000, 2.8317)  0.1592
O (-0.6367, 0.1754, 1.9376)  0.1859
C (-1.4048, 0.8429, 4.1299)  0.0934
Cl (-1.7262, -0.7761, 4.5849)  0.0445
C (-1.6522, 1.8694, 5.0232)  -0.0033
H (-0.6259, 4.5138, 3.1456)  0.0007
H (-2.0568, 1.6431, 5.9997)  -0.0018
C (-5.0011, 0.4732, 0.8682)  0.0003
C (-3.6283, 0.7469, 0.2576)  0.0001
P (-2.5053, -0.7270, 0.0324)  0.0246
C (-2.9863, -1.8282, 1.4428)  0.0016
C (-1.9494, -2.8934, 1.7830)  0.0001
C (-3.3434, -1.5030, -1.4475)  0.0080
C (-3.0918, -2.9843, -1.6883)  0.0007
H (-5.5825, 1.3923, 0.8400)  0.0000
H (-4.9294, 0.1632, 1.9061)  0.0000
H (-5.5573, -0.2735, 0.3081)  0.0000
H (-3.1083, 1.4867, 0.8812)  0.0004
H (-3.7782, 1.1679, -0.7426)  0.0000
H (-3.9510, -2.2855, 1.2068)  0.0001
H (-3.1154, -1.1803, 2.3109)  0.0002
H (-1.8694, -3.6413, 0.9976)  0.0000
H (-2.2419, -3.4145, 2.6921)  0.0000
H (-0.9778, -2.4265, 1.9631)  -0.0001
H (-3.0574, -0.9301, -2.3355)  0.0000
H (-4.4144, -1.3492, -1.2772)  0.0012
H (-2.0768, -3.1767, -2.0259)  0.0000
H (-3.7595, -3.3253, -2.4769)  0.0004
H (-3.3053, -3.5760, -0.8029)  0.0000
C (2.8824, 0.9028, 3.8216)  0.0018
C (2.7515, -0.4239, 3.0733)  0.0009
C (1.8756, -1.4130, 3.8414)  0.0000
C (4.1403, -1.0099, 2.8060)  0.0007
N (2.0796, -0.0849, 1.7764)  0.0106
N (1.7199, -1.2331, 0.9704)  0.0000
H (3.2491, 0.7237, 4.8269)  0.0001
H (1.9215, 1.4074, 3.8930)  0.0014
H (3.5938, 1.5613, 3.3280)  0.0000
H (2.2051, -1.4555, 4.8733)  0.0000
H (1.9596, -2.4273, 3.4539)  0.0000
H (0.8338, -1.0982, 3.8345)  0.0002
H (4.6748, -1.1280, 3.7444)  0.0002
H (4.7315, -0.3462, 2.1745)  0.0000
H (4.0983, -1.9909, 2.3347)  0.0000
H (2.7931, 0.4394, 1.2596)  0.0001
H (1.2816, -1.9033, 1.6193)  0.0002
H (2.5560, -1.7157, 0.5994)  -0.0001

Results
Highest occupied orbital energy (alpha / beta) (eV): -15.89 / -15.89
LUMO level (alpha / beta) (eV): -8.96 / -12.33
E_tot (hartree): -3507.46096
⟨S²⟩: 0.769
Relative energy (zero: lowest compared OMol25 entry of this formula, charge and spin) (kJ/mol): 10.3
Net charge: +3
2S+1: 2

Record 3
Here is a cluster of 3 separate species, C28H41BF9N4O11P in total from OMol25. Energies are from ωB97M-V/def2-TZVPD.

Last column: Mulliken charge in e.
Cartesian coordinates (Å):
O (-0.8806, 5.2343, 5.3960)  -0.4658
C (-1.3045, 4.0491, 5.3555)  0.6832
N (-1.3996, 2.7233, 5.2482)  -0.4951
C (-1.7206, 2.4749, 3.8217)  0.0147
C (-3.2095, 2.8391, 3.4002)  0.0934
C (-3.7301, 2.6694, 1.9297)  0.3957
C (-2.6597, 2.1646, 0.9141)  0.1431
C (-3.1591, 2.0081, -0.6331)  -0.8963
C (-2.6865, 3.2679, -1.5636)  -0.2803
C (-3.7861, 4.4641, -1.5963)  0.0106
O (-3.8298, 5.1669, -2.8749)  -0.5537
C (-1.1518, 1.7919, 1.3087)  0.2800
B (-0.2421, 1.3190, 0.0396)  0.7356
O (-0.5205, 0.1223, -0.7306)  -0.5747
O (0.8887, 2.1506, -0.3770)  -0.5273
C (-0.6299, 1.9135, 2.8227)  -0.5545
C (0.8605, 1.5077, 3.1436)  1.4385
F (1.6946, 2.4658, 2.4144)  -0.3020
F (1.2511, 0.1884, 2.6471)  -0.2832
C (1.3791, 1.5190, 4.6512)  0.2912
F (0.5258, 0.5975, 5.3976)  -0.2963
F (1.4870, 2.8112, 5.2652)  -0.3207
C (2.8678, 0.8483, 4.8584)  0.6404
F (3.8285, 1.2724, 3.8946)  -0.2456
F (2.7909, -0.6023, 4.9454)  -0.2753
C (3.4816, 1.2952, 6.3162)  0.5911
F (4.1714, 2.5463, 6.2689)  -0.2182
F (2.5404, 1.1784, 7.3798)  -0.2192
F (4.5095, 0.3012, 6.5936)  -0.2555
C (-5.2755, 3.0663, 1.8270)  0.2729
O (-6.0705, 3.1658, 0.8524)  -0.4682
N (-5.5965, 3.3071, 3.2869)  -0.3170
P (-6.1549, 1.6384, 3.7081)  0.4482
O (-7.1555, 1.0553, 2.6890)  -0.6247
C (-4.4427, 3.3949, 4.2571)  0.1615
O (-4.4670, 3.7967, 5.4577)  -0.5154
H (-4.3242, 2.0696, -0.6242)  0.4663
H (-2.9069, 0.9840, -1.0824)  -0.0230
H (-2.5672, 2.8797, -2.6554)  0.2550
H (-1.6661, 3.6368, -1.1830)  0.2343
H (-4.8516, 4.0904, -1.3850)  0.1290
H (-3.4536, 5.2500, -0.8099)  0.1969
H (-3.1747, 4.7749, -3.5012)  0.3345
H (-0.8803, 0.4460, -1.6027)  0.2611
H (1.4427, 1.5613, -0.9445)  0.3047
H (-5.0037, 0.7452, 3.7127)  0.1185
H (-6.6805, 1.5863, 5.0625)  0.1600
C (-5.5331, -3.4593, -5.0509)  -0.7361
O (-4.6472, -3.7549, -3.9812)  -0.3337
C (-3.6683, -4.7401, -4.3222)  -0.8089
C (-2.2719, -4.1129, -4.3476)  -0.1209
N (-2.1231, -3.2032, -5.4850)  -0.3275
C (-0.9032, -2.3936, -5.4291)  -1.0194
C (-0.7908, -1.3744, -4.2835)  -0.2269
O (-1.7333, -0.3080, -4.3678)  -0.4352
C (-2.9900, -0.5826, -3.7648)  -0.5645
H (-6.3101, -2.7920, -4.6726)  0.2412
H (-5.0064, -2.9482, -5.8623)  0.3129
H (-6.0087, -4.3688, -5.4272)  0.3451
H (-3.8991, -5.2425, -5.2680)  0.3988
H (-3.6954, -5.4962, -3.5321)  0.3908
H (-1.5218, -4.9075, -4.4197)  0.3953
H (-2.1273, -3.5861, -3.3996)  0.1051
H (-2.9208, -2.5765, -5.5138)  0.1032
H (-0.8522, -1.8429, -6.3745)  0.3770
H (-0.0334, -3.0590, -5.4076)  0.4200
H (0.1963, -0.9037, -4.3685)  0.4287
H (-0.8125, -1.8441, -3.2940)  0.2973
H (-2.9053, -1.2569, -2.9074)  0.2980
H (-3.6830, -0.9888, -4.5039)  0.2952
H (-3.4096, 0.3651, -3.4154)  0.1902
C (7.6649, -2.0352, -1.9021)  -0.7156
O (7.4879, -2.7744, -0.7030)  -0.3433
C (7.9798, -2.0903, 0.4527)  -0.7884
C (6.8195, -1.7039, 1.3740)  -0.2253
N (6.0049, -0.6430, 0.7793)  -0.2888
C (4.7501, -0.3990, 1.4966)  -0.5525
C (3.7131, -1.5339, 1.4976)  -0.1891
O (3.1585, -1.8069, 0.2135)  -0.3605
C (3.9055, -2.7279, -0.5676)  -0.6484
H (7.3713, -2.6722, -2.7390)  0.2388
H (7.0285, -1.1454, -1.9079)  0.3058
H (8.7116, -1.7484, -2.0337)  0.3427
H (8.5895, -1.2190, 0.1894)  0.4110
H (8.6253, -2.7960, 0.9841)  0.3923
H (7.2211, -1.3573, 2.3321)  0.3619
H (6.2245, -2.6042, 1.5540)  0.1952
H (5.7814, -0.8950, -0.1780)  0.1250
H (4.2892, 0.4772, 1.0274)  0.2872
H (4.9782, -0.1165, 2.5286)  0.3029
H (2.8734, -1.2002, 2.1166)  0.0291
H (4.0860, -2.4489, 1.9703)  0.3210
H (4.4256, -3.4707, 0.0438)  0.3003
H (4.6134, -2.1953, -1.2061)  0.2297
H (3.2089, -3.2537, -1.2262)  0.2950

Results
Highest occupied orbital energy (eV): -8.73
LUMO level (eV): -2.63
E_tot (hartree): -3402.81708
SMILES string: O=C=Nc1c2c(c(CCCO)c(B(O)O)c1C(F)(F)C(F)(F)C(F)(F)C(F)(F)F)C(=O)N([PH2]=O)C2=O.COCCNCCOC.COCCNCCOC
2S+1: 1